Entry 1:
ORCA calculation (the ωB97M-V functional and the def2-TZVPD basis) on 3 unconnected molecules or ions with the total composition C14H37N5O6PS.

Each line ends with the natural charge from an NBO analysis.
Cartesian coordinates (Å):
S1 -6.465 5.140 0.180  -0.551
P1 -5.538 4.798 -1.471  1.803
O1 -0.496 -2.242 -0.560  -0.558
O2 -4.520 -0.836 -0.781  -0.340
O3 -4.428 0.131 2.187  -0.736
O4 6.238 -1.439 0.262  -0.553
O5 -4.935 6.133 -2.090  -0.970
O6 -6.417 4.111 -2.606  -0.996
N1 -4.683 0.185 -1.668  -0.251
N2 1.799 -1.717 1.119  -0.819
N3 -3.433 1.668 -0.300  -0.580
N4 -4.183 2.440 -2.228  -0.548
N5 8.976 -0.480 0.173  -0.821
C1 -4.918 -1.085 1.625  0.063
C2 7.926 0.301 0.831  -0.082
C3 8.084 0.164 2.342  -0.614
C4 6.525 -0.055 0.315  -0.074
C5 1.960 -2.395 -0.173  -0.085
C6 2.538 -1.409 -1.181  -0.619
C7 -3.873 -2.191 1.633  -0.647
C8 -4.166 2.926 0.084  -0.208
C9 -4.116 1.338 -1.426  0.659
C10 0.658 -3.065 -0.631  -0.075
C11 -0.662 -1.337 -1.629  -0.245
C12 5.862 -2.018 1.500  -0.248
C13 -4.139 3.621 -1.306  -0.437
C14 -5.514 -0.796 0.280  -0.103
H1 -6.040 0.154 0.262  0.203
H2 -3.672 -0.058 2.740  0.487
H3 -3.761 3.466 0.921  0.261
H4 8.960 -0.296 -0.826  0.352
H5 6.450 0.293 -0.719  0.181
H6 5.748 0.471 0.888  0.162
H7 -0.149 -0.392 -1.428  0.168
H8 3.579 -1.197 -0.940  0.238
H9 -3.190 4.122 -1.471  0.258
H10 -1.731 -1.122 -1.709  0.165
H11 -0.315 -1.745 -2.582  0.180
H12 -5.212 0.018 -2.511  0.417
H13 2.010 -0.454 -1.181  0.195
H14 0.454 -3.902 0.040  0.187
H15 8.200 -0.876 2.646  0.203
H16 -4.773 6.723 -1.345  0.532
H17 -5.204 2.630 0.207  0.206
H18 -3.179 -2.146 0.799  0.236
H19 -5.753 -1.429 2.237  0.189
H20 7.225 0.582 2.871  0.201
H21 8.731 -1.462 0.252  0.354
H22 5.241 -2.887 1.285  0.183
H23 -4.387 -3.147 1.599  0.235
H24 -4.962 2.413 -2.880  0.417
H25 6.742 -2.368 2.044  0.169
H26 -3.422 0.929 0.400  0.431
H27 0.761 -3.482 -1.641  0.170
H28 2.695 -3.194 -0.045  0.197
H29 8.975 0.695 2.673  0.223
H30 2.506 -1.817 -2.193  0.205
H31 8.089 1.353 0.581  0.189
H32 0.993 -1.104 1.040  0.346
H33 5.286 -1.323 2.117  0.175
H34 -6.256 -1.565 0.071  0.210
H35 -6.955 4.782 -3.052  0.535
H36 1.528 -2.402 1.820  0.352
H37 -3.293 -2.154 2.549  0.222

Force components x, y, z for each atom (eV/Å):
0.3 -0.2 -0.2
-0.6 0.3 1.6
-0.1 0.0 0.0
0.2 0.1 0.0
0.1 0.4 -0.7
-0.1 0.0 0.1
0.2 -0.5 -0.5
0.5 0.3 -0.6
0.2 0.1 -0.2
-0.1 -0.2 0.0
-0.8 -0.7 0.3
-1.5 -0.7 0.3
-0.1 0.0 -0.1
0.3 -0.2 0.6
0.0 -0.2 0.1
0.0 0.1 0.1
0.0 0.2 -0.2
-0.1 0.3 0.0
0.2 0.0 -0.1
-0.2 0.0 -0.3
0.1 -0.5 -1.6
1.4 1.2 0.1
0.1 -0.3 0.1
-0.1 0.2 0.2
0.1 -0.2 -0.2
0.4 -0.4 0.2
-0.7 -0.5 -0.2
0.1 0.2 0.1
0.2 -0.1 0.3
0.2 0.1 0.1
0.1 0.1 0.0
0.0 0.0 0.0
0.0 0.0 0.1
0.1 0.0 -0.2
0.0 0.0 0.0
0.0 0.3 0.0
0.0 -0.1 0.0
0.1 0.0 0.0
0.0 -0.3 -0.1
-0.1 0.0 0.0
-0.1 0.0 0.0
0.0 0.0 0.0
0.0 0.5 0.0
-0.2 0.3 0.9
0.1 0.1 -0.1
-0.2 0.1 0.1
0.0 0.0 0.0
0.1 0.0 0.1
0.0 0.0 -0.1
0.1 -0.2 0.0
0.2 0.4 -0.2
-0.1 0.1 0.2
-0.1 0.2 0.3
0.0 0.1 0.0
0.0 -0.1 0.0
0.0 0.0 0.0
0.0 0.0 0.0
0.0 0.0 -0.1
0.1 0.1 0.0
0.0 0.0 0.0
0.0 -0.2 -0.2
-0.3 -0.2 -0.2
0.1 0.0 0.1
0.0 -0.1 0.2

total charge	+1
electronic energy	-54970.69833	eV

---

Entry 2:
ORCA calculation (the ωB97M-V functional and the def2-TZVPD basis) on 5 unconnected molecules or ions with the total composition C14H38BrN4O4.

Each line ends with the natural charge from an NBO analysis.
Cartesian coordinates (Å):
Br1 -4.907 -16.675 -16.008  -0.863
O1 -6.287 -13.981 -13.613  -0.477
O2 -1.650 -14.547 -17.349  -0.438
O3 -10.951 -20.183 -16.905  -0.721
O4 -8.017 -17.137 -13.701  -0.487
N1 -8.214 -19.419 -17.982  -0.200
N2 -5.950 -17.266 -12.689  -0.617
N3 -6.445 -13.732 -15.890  -0.631
N4 -2.626 -16.190 -18.630  -0.610
C1 -8.534 -13.760 -14.447  -0.748
C2 -8.063 -17.409 -11.306  -0.760
C3 -7.339 -18.671 -18.922  -0.407
C4 -9.376 -18.547 -17.586  -0.231
C5 -5.476 -12.604 -15.984  -0.423
C6 -1.414 -15.341 -18.185  0.732
C7 -8.676 -20.665 -18.713  -0.406
C8 -7.373 -19.834 -16.825  -0.425
C9 -0.097 -15.748 -18.770  -0.751
C10 -10.239 -19.043 -16.447  -0.086
C11 -5.334 -16.286 -11.743  -0.432
C12 -7.050 -13.883 -14.510  0.746
C13 -3.585 -15.404 -19.466  -0.417
C14 -7.465 -17.274 -12.662  0.744
H1 -8.208 -16.400 -10.906  0.287
H2 -5.606 -18.221 -12.528  0.448
H3 0.665 -15.314 -18.124  0.293
H4 -7.942 -20.383 -16.080  0.235
H5 -5.230 -12.437 -17.032  0.237
H6 0.004 -16.831 -18.785  0.255
H7 -11.330 -20.655 -16.155  0.500
H8 -5.998 -14.627 -16.222  0.479
H9 -7.899 -18.477 -19.835  0.240
H10 -8.892 -13.024 -15.173  0.258
H11 -5.617 -17.068 -13.656  0.480
H12 -9.366 -20.346 -19.486  0.238
H13 -5.870 -15.345 -11.783  0.250
H14 -7.002 -18.940 -16.308  0.236
H15 -9.668 -19.265 -15.542  0.175
H16 -9.012 -14.703 -14.726  0.273
H17 -9.195 -21.309 -18.014  0.259
H18 -7.803 -21.190 -19.090  0.229
H19 -3.126 -16.579 -17.805  0.478
H20 -8.813 -13.435 -13.451  0.285
H21 -10.926 -18.224 -16.202  0.205
H22 -4.290 -16.164 -12.020  0.256
H23 -7.176 -13.608 -16.599  0.427
H24 0.048 -15.281 -19.748  0.286
H25 -6.580 -20.473 -17.197  0.238
H26 -4.526 -15.941 -19.505  0.230
H27 -4.559 -12.896 -15.483  0.256
H28 -6.457 -19.265 -19.134  0.233
H29 -7.470 -18.007 -10.617  0.262
H30 -7.061 -17.731 -18.446  0.220
H31 -10.018 -18.475 -18.464  0.248
H32 -2.297 -16.992 -19.174  0.432
H33 -5.343 -16.691 -10.735  0.244
H34 -5.917 -11.701 -15.577  0.247
H35 -9.047 -17.868 -11.376  0.289
H36 -3.691 -14.427 -19.006  0.235
H37 -8.947 -17.576 -17.344  0.217
H38 -3.177 -15.301 -20.469  0.246

Force components x, y, z for each atom (eV/Å):
-0.2 0.2 -0.2
0.2 -0.3 0.1
-0.2 0.4 -0.1
0.4 0.2 0.2
0.0 0.0 -0.2
0.2 -1.0 -0.1
0.4 -0.2 -0.5
-0.6 -0.4 -1.4
0.0 -0.6 -0.6
0.0 0.2 -0.5
-0.2 -0.1 0.0
-0.2 0.5 -0.1
-0.1 0.0 0.1
0.6 0.1 -0.3
0.5 -0.6 0.6
-0.2 0.1 0.5
-0.2 0.3 0.8
-0.2 0.6 0.4
-0.3 -0.3 0.0
0.5 -0.2 0.6
-0.2 0.4 0.1
0.1 0.0 0.0
-0.2 -0.1 0.2
0.1 -0.1 0.1
-0.1 0.2 0.4
0.0 -0.1 0.0
-0.3 -0.2 -0.3
-0.2 -0.1 0.0
0.0 0.0 -0.3
-0.2 0.0 -0.1
0.3 -0.1 0.9
0.0 0.0 0.0
0.1 0.0 0.1
-0.4 0.2 -0.1
0.1 -0.2 -0.2
0.0 0.0 -0.1
0.2 -0.1 -0.4
0.1 0.1 0.0
0.1 -0.1 0.2
-0.1 0.1 0.0
0.0 0.2 -0.2
0.1 0.4 0.2
-0.1 -0.2 0.1
0.0 0.0 0.0
-0.1 0.2 -0.2
-0.1 0.3 0.4
-0.1 -0.3 -0.2
0.2 0.1 0.0
-0.1 0.1 0.0
-0.1 0.1 0.3
0.0 -0.1 -0.1
0.2 0.2 0.0
0.1 0.0 0.0
0.1 0.2 -0.1
0.0 0.1 0.1
-0.2 0.0 0.0
0.0 0.0 0.2
0.0 0.1 -0.2
-0.1 0.0 0.0
-0.1 0.0 0.0
0.0 0.0 0.0

total charge	+3
electronic energy	-99302.74122	eV

---

Entry 3:
ORCA calculation (the ωB97M-V functional and the def2-TZVPD basis) on 9 unconnected molecules or ions with the total composition C14H38Cl8O5.

Each line ends with the natural charge from an NBO analysis.
Cartesian coordinates (Å):
Cl1 -4.454 -1.586 -4.183  -0.028
Cl2 -0.664 -0.281 -1.875  -0.065
Cl3 -5.335 -0.565 -1.550  -0.037
Cl4 -0.926 2.262 -5.727  -0.045
Cl5 -3.097 2.855 -1.338  -0.033
Cl6 1.358 1.785 -1.255  -0.051
Cl7 1.757 2.955 -5.025  -0.007
Cl8 -4.640 4.996 -0.125  -0.050
O1 0.180 0.616 3.023  -0.785
O2 -2.117 1.438 1.501  -0.778
O3 2.023 -0.568 1.376  -0.789
O4 4.018 -2.456 -1.916  -0.737
O5 1.968 -3.192 0.438  -0.768
C1 3.407 -0.294 1.127  -0.053
C2 3.064 -1.140 -3.745  -0.627
C3 3.654 1.113 1.470  -0.635
C4 -0.101 0.938 -0.698  -0.378
C5 -2.885 -0.863 1.864  -0.643
C6 0.848 -4.057 0.192  -0.063
C7 2.812 -1.875 -2.438  -0.072
C8 0.541 1.728 -4.863  -0.404
C9 -3.600 3.567 0.182  -0.374
C10 -3.277 0.594 1.713  -0.071
C11 -0.343 -3.508 0.994  -0.637
C12 -4.428 -0.223 -3.044  -0.386
C13 0.677 1.582 3.932  -0.059
C14 -0.480 2.161 4.763  -0.631
H1 0.865 0.835 -5.383  0.218
H2 0.874 0.149 2.564  0.512
H3 3.326 1.349 2.504  0.210
H4 0.123 0.445 0.227  0.241
H5 -2.490 -1.259 0.916  0.209
H6 2.157 -0.629 -4.076  0.207
H7 -4.217 2.828 0.666  0.222
H8 -1.263 2.584 4.097  0.212
H9 3.476 -1.809 -4.474  0.217
H10 -4.887 0.649 -3.506  0.225
H11 0.560 -4.100 -0.867  0.168
H12 -0.608 -2.503 0.652  0.214
H13 4.383 -1.808 -1.297  0.468
H14 3.814 -0.374 -3.550  0.206
H15 1.263 2.369 3.421  0.159
H16 -3.907 0.743 0.833  0.177
H17 -3.868 0.960 2.574  0.159
H18 -3.404 0.008 -2.815  0.227
H19 -1.484 1.190 2.185  0.499
H20 -2.133 -0.966 2.656  0.218
H21 -2.738 3.899 0.761  0.239
H22 -0.068 2.976 5.382  0.214
H23 3.085 1.765 0.813  0.224
H24 2.608 -3.298 -0.284  0.500
H25 -1.255 -4.136 0.826  0.220
H26 4.005 -0.983 1.744  0.171
H27 2.068 -2.662 -2.626  0.167
H28 -0.126 -3.505 2.072  0.215
H29 1.433 1.091 4.581  0.159
H30 3.575 -0.494 0.088  0.145
H31 -0.861 1.686 -0.538  0.252
H32 2.416 -1.251 -1.674  0.171
H33 -3.747 -1.486 2.096  0.216
H34 0.317 1.539 -3.818  0.233
H35 1.081 -5.128 0.464  0.167
H36 1.883 -1.507 1.209  0.514
H37 4.690 1.384 1.315  0.218
H38 -0.904 1.467 5.470  0.214

Force components x, y, z for each atom (eV/Å):
0.0 0.2 0.2
0.0 0.2 0.2
0.3 0.0 -0.2
-0.2 -0.2 0.3
0.3 -0.1 -0.4
0.0 -0.1 -0.2
0.7 0.4 0.2
0.2 -0.1 0.1
-1.3 0.6 0.5
-1.0 -0.5 0.2
0.0 0.3 0.2
-0.2 -0.1 0.2
-0.1 -0.4 -0.5
-0.8 -1.1 0.9
0.1 0.7 1.1
-0.2 1.4 0.5
0.1 0.2 -0.1
0.1 0.0 -0.3
-0.6 -0.6 0.4
0.1 -0.6 -0.8
-0.6 -0.2 -0.5
-0.4 0.6 0.0
0.2 0.6 -0.1
-0.3 -0.8 -0.2
-0.5 0.2 -0.2
0.6 -0.4 0.6
0.8 0.9 -0.6
0.1 -0.1 0.1
0.9 -0.2 -0.4
0.4 -0.2 -0.5
0.2 -0.3 0.2
0.1 0.3 0.3
0.1 -0.3 -0.2
0.1 0.1 0.4
0.4 -0.3 0.5
0.0 -0.4 -0.6
-0.1 -0.3 0.0
0.3 0.3 0.1
0.2 -0.1 0.1
0.1 -0.2 -0.3
0.0 0.2 -0.1
-0.6 0.0 -0.1
0.0 -0.2 -0.1
0.3 -0.2 -0.1
0.3 -0.1 0.3
0.5 -0.1 0.1
-0.1 -0.1 -0.2
-0.3 -0.3 -0.2
-0.2 -0.1 -0.3
-0.2 0.0 -0.1
0.0 0.0 0.2
0.8 0.4 0.2
0.1 0.2 -0.2
0.3 -0.1 0.2
-0.1 0.1 -0.3
-0.5 0.2 0.0
0.4 0.0 -0.8
-0.2 -0.1 -0.2
-0.7 0.8 0.5
-0.1 0.0 0.2
0.0 0.1 -0.1
-0.1 1.1 0.0
-0.1 -0.5 -0.2
0.3 0.0 0.3
-0.2 -0.5 -0.1

SMILES	ClCCl.ClCCl.ClCCl.ClCCl.CCO.CCO.CCO.CCO.CCO
electronic energy	-125550.93295	eV

---

Entry 4:
ORCA calculation (the ωB97M-V functional and the def2-TZVPD basis) on 3 unconnected molecules or ions with the total composition C14H38ClO8P2S.

Each line ends with the natural charge from an NBO analysis.
Cartesian coordinates (Å):
Cl1 -2.686 -0.546 1.859  -0.452
S1 -2.352 -0.465 -3.215  -0.562
P1 -1.270 -0.733 -1.238  0.467
P2 -3.162 -0.030 -0.173  0.691
O1 -0.015 1.546 -0.322  -0.554
O2 -3.103 1.638 -0.090  -1.002
O3 -5.164 -7.543 1.083  -0.545
O4 -4.227 -6.869 -1.775  -0.537
O5 -3.190 -5.192 1.159  -0.548
O6 4.620 7.576 1.589  -0.542
O7 6.490 5.204 0.966  -0.542
O8 3.575 6.076 -0.885  -0.547
C1 1.324 1.225 -0.070  -0.238
C2 -0.542 1.022 -1.525  -0.377
C3 -5.538 -7.129 -1.312  -0.091
C4 -3.237 -6.321 1.998  -0.088
C5 -3.752 -7.524 1.241  -0.089
C6 2.282 5.712 -1.324  -0.250
C7 3.699 7.468 -0.685  -0.091
C8 -3.140 -3.976 1.887  -0.252
C9 4.595 6.233 2.050  -0.093
C10 -3.881 -7.659 -2.885  -0.244
C11 7.888 5.055 0.999  -0.245
C12 -5.709 -6.660 0.114  -0.094
C13 5.964 5.615 2.215  -0.092
C14 4.878 7.777 0.208  -0.089
H1 5.881 4.736 2.870  0.171
H2 -5.323 -5.647 0.237  0.210
H3 5.763 7.225 -0.115  0.193
H4 5.092 8.844 0.115  0.181
H5 -1.262 1.723 -1.927  0.195
H6 -0.583 -0.847 0.037  -0.131
H7 -3.245 -7.620 0.280  0.194
H8 1.445 0.748 0.898  0.174
H9 -3.912 -8.727 -2.633  0.156
H10 -2.222 -6.538 2.368  0.162
H11 -1.899 -2.037 -1.068  -0.129
H12 0.228 0.907 -2.285  0.164
H13 -4.032 -3.867 2.516  0.156
H14 -3.524 -8.413 1.835  0.177
H15 8.379 6.005 1.245  0.160
H16 -5.755 -8.204 -1.367  0.164
H17 1.926 2.136 -0.047  0.149
H18 1.759 0.565 -0.812  0.171
H19 -3.024 -1.612 -3.324  0.125
H20 2.787 7.871 -0.227  0.172
H21 8.208 4.742 0.008  0.193
H22 -2.243 -3.933 2.515  0.163
H23 8.191 4.293 1.727  0.163
H24 -6.252 -6.591 -1.953  0.168
H25 4.140 6.284 3.041  0.186
H26 -4.549 -7.469 -3.734  0.161
H27 1.525 5.990 -0.583  0.169
H28 2.264 4.632 -1.448  0.206
H29 -3.891 -6.132 2.860  0.167
H30 -6.782 -6.640 0.322  0.180
H31 -0.140 -1.366 -1.920  -0.161
H32 2.045 6.183 -2.285  0.162
H33 -3.110 -3.160 1.177  0.225
H34 3.959 5.608 1.421  0.204
H35 3.850 7.957 -1.660  0.164
H36 -3.810 1.905 0.526  0.479
H37 -2.866 -7.394 -3.170  0.197
H38 6.633 6.345 2.687  0.167

Force components x, y, z for each atom (eV/Å):
0.2 0.2 0.1
-0.5 0.6 -0.8
1.8 -0.4 0.7
-0.9 0.1 -0.2
0.0 0.2 -0.1
-0.3 -0.1 0.6
0.0 0.0 -0.1
0.1 -0.2 0.1
-0.2 0.0 0.1
0.0 0.0 0.0
0.0 0.2 0.0
-0.1 0.0 0.2
0.2 0.1 0.2
-0.1 -0.4 0.0
0.1 0.2 -0.1
0.1 0.1 -0.2
0.0 -0.1 0.1
0.1 0.0 0.0
0.1 -0.2 -0.1
0.0 -0.2 -0.1
-0.1 0.0 0.1
0.0 0.1 0.0
-0.1 -0.1 0.0
-0.1 0.0 0.1
0.0 -0.2 -0.1
0.0 0.1 0.0
0.0 0.1 0.1
0.1 0.0 -0.1
-0.1 -0.1 0.0
0.0 0.0 0.0
-0.4 0.2 0.2
-0.1 0.0 0.0
0.0 0.1 0.0
-0.2 -0.2 0.2
0.0 0.0 -0.1
-0.1 0.0 0.1
-0.2 0.1 0.1
0.4 -0.1 -0.2
0.1 0.0 0.0
0.0 0.0 0.0
0.0 0.0 0.1
0.0 0.0 0.0
0.1 0.2 -0.1
0.0 -0.2 -0.3
0.0 -0.2 0.2
0.0 0.0 0.0
0.0 0.0 0.0
0.0 0.0 0.0
0.0 0.0 0.0
-0.1 -0.1 0.0
0.0 0.0 0.0
0.0 -0.1 0.0
0.0 0.0 -0.1
0.0 0.0 0.0
0.0 0.0 0.0
0.0 0.0 0.0
-0.2 0.1 -0.1
-0.1 0.0 0.0
0.0 0.0 -0.1
0.1 0.0 -0.1
-0.1 0.1 0.0
0.4 0.0 -0.5
0.0 0.0 0.0
0.0 0.0 0.0

total charge	-1
electronic energy	-73445.84619	eV

---

Short version: strongest force on any atom = 1.86, 1.54, 1.65, 1.97 eV Å⁻¹, in the order given.